# C9H11N2O4S2

A 2-piece molecular cluster, C9H11N2O4S2 overall in a non-equilibrium geometry (ωB97M-V with the def2-TZVPD basis set, the Open Molecules 2025 dataset).

## Properties
Charge   +1
HOMO level   -11.7 eV
Gap between HOMO and LUMO   5.75 eV
Molar mass   275.33 g/mol
F_max   8.93 eV/Å
Multiplicity   1

Each line ends with the natural charge from an NBO analysis.
CARTESIAN COORDINATES (ANGSTROEM)
C  -1.4540  -2.8152  1.4809  -0.822
S  -0.4243  -3.0190  -0.1155  1.908
O  -1.3521  -3.2293  -1.3747  -0.871
O  0.5654  -4.2059  -0.0384  -0.839
C  0.4995  -1.3565  -0.2961  -0.274
C  -0.4262  -0.1056  -0.8740  -0.219
C  0.2547  1.3789  -1.0212  -0.022
C  -0.6409  2.6881  -1.5514  -0.527
C  0.4134  3.5484  -2.5207  0.375
O  0.5435  3.0652  -3.7772  -0.481
C  1.8414  1.5248  -0.6110  -0.193
C  2.7225  0.2604  -0.0429  0.107
N  4.1604  0.1570  0.4162  -0.531
S  4.4637  -1.5079  0.9688  0.877
N  2.9486  -2.3546  0.7113  -0.508
C  2.0755  -1.2460  0.1420  0.101
H  -1.8033  -1.6757  1.5484  0.174
H  -0.6967  -2.9638  2.3660  0.266
H  -2.3839  -3.5249  1.5136  0.289
H  -1.5663  -0.2415  -1.1864  0.266
H  -1.0370  3.3089  -0.6416  0.219
H  -1.5517  2.2611  -2.1576  0.265
H  1.0065  4.4592  -2.0844  0.183
H  2.3386  2.5787  -0.7189  0.256
O  -2.5338  0.6651  2.2832  -0.764
H  -2.1836  0.1613  3.0614  0.589
H  -2.2628  1.6178  2.3168  0.588
H  -3.5171  0.5709  2.2036  0.588